# 1
A cluster of 6 separate species, C28H58BFN2O11S5 in total in a non-equilibrium geometry, computed with the ωB97M-V functional and the def2-TZVPD basis.

Summary:
- Energy: -113045.4791 eV
- SMILES: CNCB(CC(=O)N(C)C)[C@H](C)F.O=S1(=O)CCCC1.O=S1(=O)CCCC1.O=S1(=O)CCCC1.O=S1(=O)CCCC1.O=S1(=O)CCCC1
- Gap between HOMO and LUMO: 8.877 eV
- Charge: 0
- LUMO level: 0.3 eV

The geometry in XYZ format:
```
106
Properties=species:S:1:pos:R:3:lowdin_charge:R:1
C -2.04 5.84 2.65 -0.15
N -1.50 6.90 1.77 -0.14
C -2.37 7.16 0.59 -0.17
B -2.33 5.98 -0.54 -0.18
C -3.71 5.37 -1.15 -0.01
C -4.84 5.10 -0.06 -0.37
O -4.62 4.75 1.11 0.05
N -6.28 5.22 -0.44 -0.21
C -6.99 4.01 0.03 -0.12
C -6.86 6.47 0.15 -0.09
C -0.94 5.32 -1.08 -0.25
C -0.60 3.93 -0.36 -0.04
F 0.14 6.29 -0.96 -0.09
H -1.30 5.69 3.52 0.09
H -3.04 6.09 3.14 0.08
H -2.15 4.82 2.16 0.07
H -1.46 7.78 2.31 0.10
H -3.45 7.46 0.86 0.10
H -1.93 8.09 0.06 0.13
H -4.17 6.08 -1.93 0.13
H -3.48 4.37 -1.67 0.13
H -6.31 3.10 -0.11 0.10
H -7.18 4.06 1.16 0.09
H -8.00 3.84 -0.49 0.10
H -7.25 6.25 1.20 0.09
H -6.03 7.25 0.23 0.09
H -7.71 6.91 -0.48 0.09
H -1.11 5.11 -2.19 0.12
H -0.45 3.11 -1.13 0.07
H -1.35 3.60 0.42 0.07
H 0.40 4.07 0.17 0.10
C 1.08 -1.77 0.84 -0.23
C 2.12 -0.74 1.28 -0.20
C 1.71 0.61 0.69 -0.22
S -0.07 0.56 0.52 0.67
O -0.40 0.60 -0.89 -0.33
O -0.67 1.45 1.48 -0.34
C -0.28 -1.12 1.09 -0.22
H 1.18 -2.71 1.38 0.08
H 1.20 -1.99 -0.23 0.07
H 2.13 -0.68 2.37 0.10
H 3.12 -1.02 0.96 0.12
H 1.98 1.43 1.35 0.10
H 2.14 0.76 -0.30 0.11
H -1.09 -1.60 0.55 0.12
H -0.51 -1.09 2.16 0.09
C -0.93 -2.23 5.59 -0.22
C -1.17 -3.60 6.23 -0.21
C -0.60 -4.65 5.28 -0.22
S 0.73 -3.86 4.39 0.69
O 0.36 -3.78 2.99 -0.32
O 2.00 -4.40 4.82 -0.33
C 0.52 -2.24 5.12 -0.22
H -1.12 -1.41 6.29 0.12
H -1.60 -2.10 4.73 0.12
H -0.66 -3.65 7.19 0.12
H -2.23 -3.77 6.42 0.12
H -0.20 -5.51 5.83 0.10
H -1.34 -4.99 4.56 0.11
H 0.74 -1.47 4.38 0.10
H 1.21 -2.17 5.96 0.11
C 2.46 -4.27 -4.66 -0.22
C 2.36 -5.66 -4.02 -0.22
C 2.00 -5.45 -2.54 -0.22
S 1.10 -3.91 -2.46 0.69
O 1.88 -2.96 -1.70 -0.33
O -0.29 -4.18 -2.15 -0.32
C 1.23 -3.50 -4.19 -0.23
H 2.50 -4.33 -5.75 0.12
H 3.37 -3.77 -4.32 0.12
H 1.57 -6.23 -4.51 0.12
H 3.29 -6.22 -4.12 0.12
H 1.38 -6.26 -2.16 0.11
H 2.90 -5.35 -1.93 0.11
H 1.33 -2.43 -4.31 0.11
H 0.33 -3.86 -4.69 0.11
C 3.57 -6.61 3.09 -0.23
C 3.33 -7.98 3.73 -0.21
C 3.90 -9.04 2.78 -0.23
S 5.23 -8.24 1.88 0.66
O 4.86 -8.16 0.49 -0.33
O 6.50 -8.79 2.32 -0.33
C 5.02 -6.63 2.62 -0.23
H 3.38 -5.80 3.79 0.08
H 2.90 -6.48 2.23 0.12
H 3.85 -8.03 4.69 0.12
H 2.27 -8.16 3.92 0.11
H 4.30 -9.89 3.32 0.10
H 3.16 -9.37 2.05 0.10
H 5.24 -5.85 1.88 0.11
H 5.71 -6.55 3.46 0.11
C -0.05 5.83 -5.78 -0.22
C -0.29 4.46 -5.13 -0.23
C 0.29 3.41 -6.08 -0.22
S 1.61 4.21 -6.97 0.67
O 1.25 4.28 -8.37 -0.32
O 2.88 3.66 -6.54 -0.33
C 1.40 5.82 -6.24 -0.23
H -0.24 6.65 -5.07 0.12
H -0.72 5.96 -6.63 0.12
H 0.23 4.42 -4.17 0.11
H -1.35 4.29 -4.95 0.11
H 0.68 2.55 -5.53 0.10
H -0.46 3.07 -6.81 0.11
H 1.62 6.59 -6.98 0.11
H 2.09 5.90 -5.40 0.11
```


# 2
The molecule C5H14N2 in a non-equilibrium geometry, computed with the ωB97M-V functional and the def2-TZVPD basis.

Summary:
- Energy: -8391.4354 eV
- SMILES: CN[C@H](C)CCN
- Gap between HOMO and LUMO: 9.695 eV
- Charge: 0
- LUMO level: 1.1 eV

The geometry in XYZ format:
```
21
Properties=species:S:1:pos:R:3:nbo_charge:R:1
C -2.43 -1.43 0.41 -0.42
N -0.94 -1.34 0.58 -0.62
C -0.24 -0.25 -0.17 -0.07
C 1.12 -0.11 0.57 -0.41
C 1.79 1.18 0.13 -0.23
N 0.86 2.35 0.31 -0.83
C -0.11 -0.49 -1.66 -0.65
H -2.68 -2.23 1.10 0.21
H -2.77 -1.51 -0.61 0.17
H -2.81 -0.50 0.89 0.19
H -0.60 -2.24 0.25 0.33
H -0.86 0.59 0.12 0.21
H 1.76 -0.98 0.38 0.20
H 0.90 -0.15 1.64 0.22
H 2.21 1.20 -0.88 0.19
H 2.67 1.33 0.81 0.17
H 1.04 2.63 1.27 0.35
H 1.27 3.12 -0.22 0.35
H -0.93 -1.10 -2.06 0.21
H -0.02 0.48 -2.16 0.22
H 0.78 -1.00 -2.06 0.21
```


# 3
The molecule C2Cl6OS in a non-equilibrium geometry, computed with the ωB97M-V functional and the def2-TZVPD basis.

Summary:
- Energy: -90088.1088 eV
- Gap between HOMO and LUMO (alpha / beta): 8.051 / 8.051 eV
- Charge: 0
- LUMO level (alpha / beta): -1.2 / -1.2 eV

The geometry in XYZ format:
```
10
Properties=species:S:1:pos:R:3:nbo_charge:R:1
C 1.97 -0.20 -0.06 -0.32
C -1.87 -0.11 -0.17 -0.35
O -0.16 1.64 0.74 -0.88
S -0.02 0.80 -0.41 1.19
Cl 2.73 0.97 1.04 0.09
Cl 2.62 -0.48 -1.67 0.07
Cl -2.92 0.94 -1.06 0.09
Cl -1.74 -1.69 -0.83 0.07
Cl -2.15 -0.15 1.63 0.04
Cl 1.54 -1.73 0.79 0.01
```


# 4
A structure of composition C8H19BCuNO10V2 in a non-equilibrium geometry, computed with the ωB97M-V functional and the def2-TZVPD basis.

Summary:
- Energy: -127253.6315 eV
- Gap between HOMO and LUMO (alpha / beta): 7.077 / 7.436 eV
- ⟨S²⟩: 2.0795
- Multiplicity: 3
- Charge: 0
- LUMO level (alpha / beta): -1.8 / -1.6 eV

The geometry in XYZ format:
```
42
Properties=species:S:1:pos:R:3:nbo_charge:R:1
O 4.75 0.67 0.78 -0.42
V 3.86 0.50 -0.51 1.42
O 1.38 4.36 -1.56 -0.44
V 1.69 2.84 -2.03 1.63
Cu 0.18 -1.57 0.18 0.91
C 4.17 2.09 -2.72 0.97
O 3.69 3.18 -2.76 -0.70
O 5.04 1.79 -1.89 -0.68
O 3.27 1.29 -2.56 -0.82
C 1.39 1.27 0.20 0.98
O 1.89 0.07 0.34 -0.81
O 0.52 1.61 -0.63 -0.79
O 2.28 2.06 0.01 -0.68
B 4.42 -1.66 -0.99 -0.77
H 4.13 -1.60 0.04 0.03
H 4.67 -2.69 -1.24 0.06
H 3.57 -1.32 -1.56 0.00
H 5.23 -0.97 -1.15 0.06
C -4.85 0.24 -2.51 -0.25
O -4.32 -0.05 -1.24 -0.57
C -3.09 0.65 -0.87 -0.08
C -2.54 0.15 0.49 -0.26
N -2.17 -1.30 0.42 -0.70
C -2.38 -2.02 1.65 -0.24
C -1.56 -1.40 2.85 -0.08
O -0.17 -1.39 2.48 -0.60
C 0.52 -0.56 3.39 -0.25
H -4.19 -0.16 -3.28 0.17
H -5.07 1.30 -2.65 0.17
H -5.79 -0.27 -2.69 0.20
H -3.13 1.72 -1.08 0.20
H -2.38 0.30 -1.62 0.17
H -3.35 0.33 1.19 0.20
H -1.59 0.65 0.65 0.23
H -2.95 -1.62 -0.14 0.39
H -2.12 -3.06 1.44 0.21
H -3.44 -1.98 1.88 0.19
H -1.78 -2.03 3.72 0.19
H -1.93 -0.39 3.04 0.19
H 0.27 0.49 3.18 0.18
H 1.60 -0.69 3.34 0.22
H 0.26 -0.83 4.41 0.18
```


# 5
The molecule C2H5NO2 in a non-equilibrium geometry, computed with the ωB97M-V functional and the def2-TZVPD basis.

Summary:
- Energy: -7734.5295 eV
- SMILES: C/C=N/OO
- Gap between HOMO and LUMO: 9.895 eV
- Charge: 0
- LUMO level: 0.8 eV

The geometry in XYZ format:
```
10
Properties=species:S:1:pos:R:3:nbo_charge:R:1
C -0.40 -0.48 0.07 0.02
C -1.71 0.19 0.14 -0.69
N 0.68 0.37 0.38 -0.12
O 2.93 0.51 -0.07 -0.41
O 1.85 -0.33 0.21 -0.18
H -0.32 -1.54 -0.19 0.20
H -1.76 0.85 1.01 0.25
H -1.73 0.89 -0.81 0.24
H -2.71 -0.47 0.09 0.23
H 3.17 0.01 -0.83 0.46
```


# 6
A structure of composition C27H72CuF2NO31S11 in a non-equilibrium geometry, computed with the ωB97M-V functional and the def2-TZVPD basis.

Summary:
- Energy: -263369.2776 eV
- Gap between HOMO and LUMO (alpha / beta): 6.531 / 2.926 eV
- ⟨S²⟩: 0.7549
- Multiplicity: 2
- Charge: +1
- LUMO level (alpha / beta): -5.0 / -8.6 eV

The geometry in XYZ format:
```
145
Properties=species:S:1:pos:R:3:lowdin_charge:R:1
Cu 0.25 3.72 -0.31 0.99
N 0.71 1.74 -0.51 -0.29
S 1.15 0.73 -1.51 0.45
O 0.15 0.19 -2.42 -0.24
O 2.41 0.01 -1.30 -0.21
F 1.79 1.84 -2.47 -0.20
S 0.37 0.55 0.74 0.60
O 1.47 -0.14 1.33 -0.21
O -0.80 -0.28 0.58 -0.22
F 0.02 1.65 1.86 -0.20
O -4.44 1.52 -7.79 -0.33
S -4.35 0.35 -6.88 0.74
O -5.13 -0.87 -7.14 -0.31
O -2.72 -0.12 -6.74 -0.28
C -1.77 0.90 -6.22 -0.25
C -0.53 0.09 -5.83 -0.06
C -4.84 0.93 -5.13 -0.09
H -2.14 1.42 -5.34 0.09
H -1.76 1.74 -6.90 0.12
H 0.38 0.68 -5.86 0.08
H -0.47 -0.73 -6.54 0.08
H -0.60 -0.43 -4.87 0.05
H -5.01 2.00 -5.16 0.06
H -4.03 0.68 -4.45 0.04
H -5.75 0.45 -4.78 0.06
O 0.05 -0.58 3.73 -0.30
S -0.78 -0.64 4.89 0.69
O -2.28 -0.51 4.69 -0.34
O -0.45 -2.05 5.80 -0.29
C -1.52 -2.71 6.62 -0.20
C -0.71 -3.42 7.76 -0.06
C -0.18 0.61 6.07 -0.10
H -2.13 -3.39 6.01 0.12
H -2.15 -1.96 7.10 0.10
H -0.17 -2.72 8.39 0.08
H -0.20 -4.32 7.41 0.08
H -1.38 -3.89 8.48 0.07
H 0.01 1.59 5.62 0.05
H 0.73 0.37 6.63 0.08
H -1.02 0.50 6.76 0.06
O -2.35 -5.30 -5.94 -0.30
S -0.91 -5.58 -5.90 0.74
O -0.13 -5.89 -7.13 -0.31
O 0.00 -4.41 -5.04 -0.28
C -0.64 -3.62 -4.06 -0.29
C 0.42 -3.17 -3.05 -0.05
C -0.63 -6.88 -4.63 -0.11
H -1.53 -4.18 -3.79 0.10
H -1.08 -2.67 -4.40 0.10
H 0.20 -2.29 -2.44 0.05
H 1.28 -2.87 -3.64 0.09
H 0.53 -3.95 -2.28 0.07
H -1.03 -7.81 -5.05 0.07
H -1.33 -6.54 -3.87 0.03
H 0.36 -7.02 -4.20 0.08
O -4.39 -2.21 -1.71 -0.30
S -5.22 -1.15 -1.10 0.69
O -5.30 0.14 -1.72 -0.30
O -6.75 -1.80 -0.73 -0.29
C -6.87 -2.94 0.16 -0.27
C -8.12 -3.62 -0.39 -0.05
C -4.67 -0.72 0.65 -0.09
H -7.02 -2.65 1.20 0.11
H -5.97 -3.56 0.17 0.10
H -7.91 -4.68 -0.29 0.08
H -8.39 -3.35 -1.41 0.09
H -8.91 -3.22 0.26 0.08
H -4.63 -1.67 1.18 0.04
H -5.31 0.12 0.91 0.06
H -3.68 -0.30 0.49 0.04
O 1.88 3.74 1.48 -0.36
S 3.04 3.43 2.33 0.70
O 4.16 2.69 1.73 -0.26
O 3.57 4.79 3.03 -0.28
C 2.65 5.56 3.86 -0.22
C 3.22 7.01 3.98 -0.04
C 2.52 2.54 3.90 -0.06
H 2.49 5.15 4.86 0.11
H 1.75 5.53 3.24 0.11
H 4.13 7.16 4.57 0.08
H 2.51 7.67 4.48 0.08
H 3.39 7.31 2.95 0.08
H 3.40 2.24 4.48 0.09
H 2.22 1.57 3.50 0.05
H 1.78 3.18 4.38 0.05
O 6.80 1.38 -2.83 -0.32
S 7.43 0.14 -2.38 0.71
O 8.21 0.10 -1.12 -0.31
O 6.10 -0.90 -2.27 -0.29
C 6.22 -2.15 -1.52 -0.25
C 5.65 -2.05 -0.10 -0.05
C 8.37 -0.70 -3.79 -0.07
H 7.29 -2.34 -1.41 0.10
H 5.73 -2.88 -2.16 0.12
H 6.28 -1.34 0.44 0.07
H 5.71 -3.01 0.42 0.08
H 4.66 -1.63 -0.23 0.07
H 9.01 0.10 -4.16 0.07
H 7.68 -0.97 -4.59 0.07
H 8.79 -1.57 -3.28 0.06
O -0.89 -6.57 -1.42 -0.34
S -1.58 -7.09 -0.17 0.73
O -0.93 -8.01 0.75 -0.29
O -2.08 -5.76 0.69 -0.26
C -2.31 -4.52 0.05 -0.27
C -2.15 -3.32 0.99 -0.05
C -3.20 -7.87 -0.67 -0.09
H -3.29 -4.54 -0.42 0.11
H -1.55 -4.35 -0.71 0.10
H -3.06 -3.08 1.54 0.06
H -2.02 -2.38 0.46 0.05
H -1.29 -3.32 1.65 0.09
H -3.90 -7.72 0.15 0.06
H -2.97 -8.93 -0.76 0.07
H -3.64 -7.29 -1.48 0.07
O -1.28 3.80 1.28 -0.35
S -2.01 3.97 2.55 0.76
O -1.24 3.98 3.82 -0.29
O -2.94 5.40 2.43 -0.29
C -3.45 6.01 3.62 -0.22
C -2.33 7.00 3.92 -0.07
C -3.36 2.72 2.60 -0.04
H -3.40 5.20 4.35 0.11
H -4.39 6.54 3.49 0.14
H -2.16 7.36 4.93 0.09
H -2.37 7.81 3.19 0.09
H -1.36 6.53 3.76 0.05
H -4.15 3.03 3.29 0.09
H -2.68 1.92 2.89 0.06
H -3.66 2.66 1.56 0.08
O 2.28 4.46 -1.16 -0.36
S 3.72 4.66 -1.42 0.75
O 4.15 5.67 -2.40 -0.26
O 4.43 5.03 0.00 -0.30
C 5.84 5.35 0.01 -0.22
C 6.24 5.11 1.50 -0.04
C 4.52 3.01 -1.83 -0.07
H 6.15 6.28 -0.45 0.13
H 6.34 4.62 -0.63 0.10
H 7.33 5.10 1.47 0.09
H 5.87 4.15 1.88 0.05
H 5.83 5.91 2.11 0.07
H 4.46 2.88 -2.91 0.08
H 4.08 2.16 -1.31 0.06
H 5.58 2.95 -1.58 0.04
```


# 7
A structure of composition C29H36BaCl2N5O3 in a non-equilibrium geometry, computed with the ωB97M-V functional and the def2-TZVPD basis.

Summary:
- Energy: -69990.2772 eV
- Gap between HOMO and LUMO: 4.962 eV
- Charge: -1
- LUMO level: 2.3 eV

The geometry in XYZ format:
```
76
Properties=species:S:1:pos:R:3:lowdin_charge:R:1
Ba 0.21 -0.83 -0.68 2.13
C 2.04 3.97 1.39 -0.11
N 1.62 2.58 1.36 -0.20
C 0.40 2.39 0.57 -0.22
C -0.92 2.81 1.21 -0.17
C -2.10 2.55 0.27 -0.20
N -2.27 1.09 0.06 0.06
C -2.39 0.65 -1.13 -0.18
C -2.23 1.44 -2.42 -0.16
C -3.25 2.17 -3.03 -0.07
C -3.01 2.91 -4.18 -0.13
C -1.72 2.92 -4.71 -0.12
C -0.69 2.20 -4.12 -0.03
C -0.92 1.43 -2.97 -0.40
O 0.02 0.72 -2.35 -0.45
C 1.56 2.03 2.71 -0.22
C 1.23 0.55 2.80 -0.17
C 2.33 -0.42 2.36 -0.21
N 2.40 -0.63 0.91 -0.08
C 3.54 -0.58 0.37 -0.11
C 3.91 -0.90 -1.05 -0.14
C 5.22 -0.58 -1.42 -0.08
C 5.71 -0.82 -2.69 -0.12
C 4.84 -1.43 -3.61 -0.10
C 3.55 -1.79 -3.27 -0.02
C 3.04 -1.55 -1.96 -0.41
O 1.85 -1.94 -1.61 -0.51
H 1.36 4.62 1.96 0.08
H 2.13 4.36 0.38 0.09
H 3.03 4.04 1.86 0.08
H 0.34 1.35 0.29 -0.01
H 0.52 2.92 -0.37 0.13
H -0.90 3.87 1.46 0.11
H -1.09 2.26 2.15 0.11
H -1.97 3.11 -0.65 0.11
H -3.02 2.90 0.75 0.12
H -2.53 -0.46 -1.22 0.08
H -4.24 2.16 -2.59 0.11
H -3.80 3.48 -4.65 0.08
H -1.50 3.51 -5.60 0.09
H 0.32 2.21 -4.53 0.10
H 0.85 2.60 3.33 0.11
H 2.54 2.18 3.16 0.12
H 0.29 0.33 2.27 0.09
H 1.00 0.34 3.85 0.12
H 2.12 -1.39 2.81 0.11
H 3.29 -0.09 2.77 0.11
H 4.40 -0.30 1.00 0.12
H 5.85 -0.10 -0.68 0.10
H 6.72 -0.55 -2.96 0.09
H 5.18 -1.63 -4.62 0.09
H 2.88 -2.26 -3.98 0.11
C -0.96 -2.70 2.66 -0.02
C -1.77 -2.31 1.48 -0.51
O -1.20 -2.28 0.31 -0.48
H -1.09 -1.97 3.48 0.08
H 0.09 -2.75 2.37 0.05
H -1.25 -3.67 3.07 0.09
Cl 1.37 -4.53 0.24 0.58
C 3.04 -4.55 -0.28 -0.99
Cl 4.18 -5.09 1.01 0.46
H 3.31 -3.55 -0.57 -0.01
H 3.13 -5.23 -1.11 0.03
N -3.68 -2.57 -0.70 0.07
C -3.92 -1.84 0.51 -0.31
C -4.95 -0.99 0.71 -0.10
C -5.35 -0.52 1.99 -0.17
C -4.76 -1.18 3.08 -0.18
C -3.70 -2.04 2.95 -0.10
N -3.04 -2.07 1.65 0.04
H -4.28 -3.38 -0.76 0.07
H -2.72 -2.85 -0.81 0.04
H -5.53 -0.73 -0.18 0.10
H -6.18 0.16 2.12 0.06
H -5.18 -1.09 4.08 0.09
H -3.31 -2.68 3.72 0.07
```


# 8
A cluster of 2 separate species, C10H23NO2P in total in a non-equilibrium geometry, computed with the ωB97M-V functional and the def2-TZVPD basis.

Summary:
- Energy: -25606.2212 eV
- Gap between HOMO and LUMO: 8.607 eV
- Charge: +1
- LUMO level: -4.5 eV

The geometry in XYZ format:
```
37
Properties=species:S:1:pos:R:3:nbo_charge:R:1
C -1.08 -1.45 -3.66 -0.64
C -0.64 3.59 0.80 -0.64
C 0.70 -2.17 1.31 -0.46
C 1.74 -0.23 2.57 -0.47
C -0.61 -0.29 2.19 -0.44
C -1.50 -1.53 -2.19 -0.39
C -1.09 -0.41 -1.27 -0.42
C 0.39 -0.17 -1.15 -0.54
C -0.44 2.25 0.04 -0.10
C 1.06 0.53 0.00 0.33
N 0.67 -0.70 1.62 -0.39
O 3.44 0.65 -1.44 -0.93
O 0.70 1.61 0.56 -0.50
P 2.94 0.03 -0.24 1.37
H -1.61 -2.32 -4.10 0.23
H 0.01 -1.43 -4.10 0.23
H -1.38 -0.48 -4.12 0.21
H -0.95 3.43 1.85 0.21
H 0.21 4.25 1.02 0.24
H -1.57 4.00 0.46 0.24
H 0.65 -2.80 2.24 0.23
H 0.01 -2.56 0.50 0.24
H 1.69 -2.51 1.04 0.23
H 1.98 0.84 2.45 0.23
H 1.29 -0.28 3.68 0.23
H 2.71 -0.78 2.62 0.25
H -0.71 -0.60 3.25 0.23
H -0.58 0.85 2.31 0.22
H -1.54 -0.49 1.63 0.23
H -2.53 -1.61 -2.19 0.22
H -1.01 -2.52 -1.91 0.19
H -1.46 -0.62 -0.21 0.20
H -1.62 0.39 -1.68 0.23
H 0.97 -1.28 -1.16 0.24
H 0.84 0.47 -1.90 0.28
H -0.34 2.63 -1.02 0.21
H -1.31 1.72 0.20 0.20
```